C98H212N12O12 | ωB97M-V with the def2-TZVPD basis set

Properties
largest force on an atom = 3.73 eV/A
Kohn-Sham gap = 8.03 eV
energy above the lowest of the compared OMol25 structures with the same formula, charge and spin = 547.4 kJ/mol
E = -147496.4873 eV

The geometry in XYZ format:
```
334
C98H212N12O12 | OMol25 | ωB97M-V with the def2-TZVPD basis set
C -6.76603 -0.80623 -0.52150
C -5.92518 0.48891 -0.69258
C -6.82401 1.55054 -1.38271
C -6.33884 2.99212 -1.42163
C -6.21997 3.34965 0.04224
C -5.25032 2.45493 0.87006
N -5.63204 1.05950 0.63787
O -5.09738 0.18047 1.52181
C -3.84114 2.77760 0.40956
C -5.31199 2.84244 2.41225
C -4.62401 0.21646 -1.54420
H -7.22343 -1.24721 -1.40718
H -7.55086 -0.67511 0.22345
H -6.23952 -1.67795 -0.13293
H -7.01143 1.33449 -2.43451
H -7.83203 1.46961 -0.97597
H -7.09642 3.63121 -1.87521
H -5.47075 3.05924 -2.07738
H -7.17423 3.58086 0.51555
H -5.81404 4.36124 0.04326
H -3.11547 2.10763 0.87069
H -3.63597 2.72608 -0.65972
H -3.57160 3.78455 0.72815
H -4.72329 2.13181 2.99238
H -4.89430 3.84854 2.44976
H -6.32594 3.01953 2.77090
H -3.97771 -0.48055 -1.01075
H -4.06285 1.07862 -1.90459
H -4.79769 -0.32208 -2.47581
H -5.85505 0.13649 2.10970
C 3.79772 -0.88123 6.63000
C 2.49687 -0.14568 6.91682
C 1.35961 -0.83532 6.01688
C -0.06407 -0.31951 6.39626
C -0.27636 -0.70374 7.89248
C 0.78370 -0.16637 8.87048
N 2.20310 -0.25872 8.35378
O 3.19596 0.27636 9.16119
C 0.36832 1.25481 9.19993
C 0.69785 -1.15919 10.00906
C 2.68468 1.32629 6.47936
H 4.66691 -0.61934 7.23334
H 3.98373 -0.77628 5.56113
H 3.71787 -1.94555 6.85123
H 1.55929 -0.65321 4.96091
H 1.24173 -1.90507 6.18963
H -0.80066 -0.69911 5.68813
H -0.10735 0.76100 6.25943
H -0.41919 -1.78318 7.94268
H -1.21414 -0.22293 8.17085
H 0.39808 1.80685 8.26053
H -0.68003 1.41972 9.44868
H 1.06999 1.67265 9.92185
H -0.34419 -1.30648 10.29288
H 1.12039 -2.14316 9.80569
H 1.21171 -0.80494 10.90268
H 2.47454 1.45113 5.41712
H 3.66986 1.76590 6.63507
H 1.95467 2.00082 6.92678
H 3.55369 -0.41807 9.71922
C 3.17815 -6.30093 0.06409
C 3.46860 -5.14991 1.06901
C 2.19750 -4.22084 1.29237
C 2.24575 -3.30279 2.38173
C 2.43460 -4.11819 3.68064
C 3.63157 -5.04063 3.70683
N 3.69131 -5.77410 2.40963
O 4.75778 -6.61747 2.33774
C 4.88406 -4.20807 4.05921
C 3.30934 -6.05900 4.79409
C 4.58493 -4.27506 0.44903
H 4.13524 -6.72820 -0.23511
H 2.69264 -5.98803 -0.86029
H 2.49155 -7.07931 0.39695
H 2.04586 -3.51739 0.47367
H 1.32536 -4.87459 1.30086
H 1.39196 -2.62785 2.44173
H 3.12501 -2.66970 2.26259
H 1.45556 -4.59397 3.73725
H 2.46114 -3.32327 4.42595
H 5.11134 -3.46053 3.29918
H 4.74153 -3.67466 4.99902
H 5.76735 -4.84457 4.11186
H 3.99421 -6.89148 4.95544
H 3.14001 -5.64205 5.78685
H 2.43366 -6.69201 4.65061
H 4.88193 -3.47896 1.13175
H 4.10634 -3.80096 -0.40787
H 5.40323 -4.92384 0.13665
H 5.56810 -6.10938 2.25511
C 5.81239 1.58836 -0.28500
C 6.28615 0.17232 0.09492
C 7.89299 0.08647 0.03117
C 8.56495 0.96769 1.16026
C 8.00647 0.48721 2.49594
C 6.47413 0.28959 2.60983
N 5.87151 -0.31067 1.40377
O 4.53311 -0.72177 1.53943
C 6.30806 -0.66574 3.80326
C 5.74995 1.63968 2.90591
C 5.77938 -0.87960 -0.90131
H 6.52012 2.40230 -0.12775
H 4.82533 1.84203 0.10161
H 5.56062 1.64934 -1.34377
H 8.26973 -0.92464 0.18554
H 8.25957 0.43811 -0.93324
H 8.31705 2.01672 0.99845
H 9.64349 0.81302 1.12968
H 8.18148 1.24180 3.26279
H 8.69283 -0.22863 2.94825
H 6.71554 -1.66554 3.65336
H 6.77925 -0.25056 4.69416
H 5.25602 -0.79134 4.05923
H 5.63812 2.43079 2.16447
H 4.77696 1.44135 3.35541
H 6.36666 2.12531 3.66217
H 6.14901 -0.52447 -1.86326
H 4.70336 -1.04711 -0.94861
H 6.27842 -1.83102 -0.71735
H 4.09505 0.12945 1.61111
C 5.35521 3.71174 -3.52983
C 3.88131 3.69292 -3.77164
C 3.26140 5.12088 -3.65770
C 3.58988 6.13126 -4.78853
C 3.29025 5.46908 -6.16242
C 3.95472 4.05831 -6.31394
N 3.60672 3.25733 -5.12212
O 3.85944 1.93683 -5.39739
C 3.28767 3.40058 -7.52989
C 5.42431 4.25318 -6.72560
C 3.13362 2.89306 -2.64114
H 5.78606 4.63837 -3.90907
H 5.72354 2.77590 -3.95010
H 5.60868 3.67686 -2.47028
H 2.17147 5.10998 -3.66378
H 3.42333 5.63192 -2.70863
H 4.65595 6.31132 -4.65001
H 3.07266 7.08921 -4.73451
H 3.67963 6.20172 -6.86933
H 2.25030 5.60777 -6.45797
H 3.64825 2.41730 -7.83193
H 2.22000 3.31130 -7.32937
H 3.33287 3.97662 -8.45414
H 5.97349 3.31167 -6.71762
H 5.49408 4.60594 -7.75457
H 5.98259 5.00278 -6.16477
H 3.39073 1.85369 -2.84534
H 2.06523 3.08908 -2.73173
H 3.49713 3.22764 -1.66953
H 3.00469 1.68295 -5.75313
C -5.21021 -5.07656 6.29818
C -5.86744 -3.87694 5.61735
C -4.79922 -2.72001 5.57840
C -3.77984 -3.01395 4.46296
C -4.48613 -3.32896 3.10627
C -5.58198 -4.38807 3.09636
N -6.42009 -4.15603 4.24550
O -7.67137 -4.74428 4.26483
C -6.39783 -4.12347 1.80258
C -4.96095 -5.82014 3.13852
C -6.99860 -3.28249 6.48841
H -5.81228 -5.94946 6.04591
H -5.33489 -5.10158 7.38073
H -4.14225 -5.23129 6.14449
H -5.30526 -1.77641 5.37434
H -4.27140 -2.65683 6.52998
H -3.01767 -3.73897 4.74851
H -3.19828 -2.09921 4.34830
H -3.72860 -3.70902 2.42083
H -4.94430 -2.40510 2.75320
H -6.54649 -3.05205 1.66816
H -5.83203 -4.57905 0.98992
H -7.38782 -4.57720 1.75617
H -4.32285 -6.01308 4.00090
H -5.73556 -6.58237 3.22267
H -4.45225 -6.09403 2.21423
H -6.72304 -2.76477 7.40717
H -7.77817 -3.98037 6.79393
H -7.47323 -2.43561 5.99280
H -8.23275 -3.97080 4.17440
C -5.56099 -4.80696 -2.68518
C -4.10655 -5.04774 -2.38457
C -3.51130 -5.25855 -3.79040
C -1.97578 -5.21846 -3.88405
C -1.36890 -3.97903 -3.22303
C -1.87834 -3.85863 -1.74319
N -3.40290 -3.97846 -1.68285
O -3.94879 -3.61053 -0.47631
C -1.18492 -4.88193 -0.82190
C -1.47095 -2.47499 -1.26630
C -4.06522 -6.34002 -1.48906
H -5.84046 -3.88465 -3.19445
H -6.14698 -4.80978 -1.76610
H -5.99139 -5.49355 -3.41419
H -3.88071 -6.20351 -4.18877
H -3.89845 -4.50964 -4.48131
H -1.61890 -5.47323 -4.88196
H -1.61663 -6.08232 -3.32470
H -1.65096 -3.10285 -3.80686
H -0.28453 -4.08865 -3.23744
H -0.21738 -4.62586 -0.39016
H -1.75792 -4.96514 0.10160
H -1.02983 -5.88415 -1.22140
H -0.39272 -2.31662 -1.24544
H -1.92330 -1.60178 -1.73639
H -1.75491 -2.49101 -0.21406
H -3.13472 -6.90741 -1.47060
H -4.83135 -6.96487 -1.94809
H -4.54709 -6.15876 -0.52831
H -4.43780 -2.80978 -0.67946
C -0.30992 6.86623 -3.24061
C -0.05160 7.39547 -1.77599
C -1.37509 8.24435 -1.45769
C -2.65915 7.41007 -1.18837
C -2.23718 6.32412 -0.16240
C -0.83793 5.50329 -0.33339
N 0.19748 6.35884 -0.80976
O 1.43334 5.69910 -0.91928
C -0.51607 4.99184 1.06630
C -1.16229 4.34609 -1.33814
C 1.12338 8.32944 -1.88308
H -0.68509 7.65758 -3.88953
H -0.94232 5.98273 -3.32772
H 0.64015 6.59969 -3.70367
H -1.19197 8.80394 -0.54040
H -1.60516 9.01690 -2.19141
H -2.85216 6.83037 -2.09103
H -3.48551 8.03316 -0.84632
H -3.11024 5.75138 -0.47518
H -2.38505 6.64207 0.86966
H -0.37201 5.80223 1.78087
H -1.38334 4.42682 1.40791
H 0.34002 4.32283 1.15366
H -1.90686 4.66356 -2.06817
H -0.36442 4.04010 -2.01481
H -1.56351 3.40956 -0.95080
H 2.03212 7.87900 -2.28232
H 1.35263 8.86538 -0.96204
H 0.82198 9.16219 -2.51852
H 1.89403 6.17584 -0.22495
C 2.08040 -0.96987 -6.93453
C 1.66765 -2.38291 -6.47970
C 2.49073 -3.47633 -7.28392
C 3.95960 -3.49724 -6.87691
C 4.02468 -3.88350 -5.42586
C 3.27548 -2.91570 -4.47063
N 1.96019 -2.61823 -5.02384
O 1.15369 -1.79126 -4.17602
C 3.05067 -3.52755 -3.11754
C 4.21903 -1.68252 -4.35815
C 0.10454 -2.62092 -6.65225
H 1.67645 -0.84885 -7.93966
H 3.16313 -0.85254 -6.97944
H 1.63776 -0.30286 -6.19476
H 2.02749 -4.45682 -7.17376
H 2.37767 -3.29453 -8.35269
H 4.56079 -2.60954 -7.07355
H 4.41344 -4.22541 -7.54913
H 5.04871 -3.88580 -5.05242
H 3.74779 -4.90969 -5.18424
H 2.27667 -4.29044 -3.03367
H 3.95628 -4.06238 -2.83130
H 2.87951 -2.77495 -2.34786
H 4.30567 -1.06577 -5.25270
H 3.86740 -0.97490 -3.60733
H 5.23106 -1.93409 -4.04097
H -0.19893 -2.86180 -7.67106
H -0.41536 -1.68343 -6.45496
H -0.27805 -3.37027 -5.95928
H 0.58511 -2.47542 -3.81511
C -3.07195 0.20667 -5.87918
C -2.97999 1.52983 -5.21797
C -2.06437 1.27863 -3.94963
C -0.52680 1.30641 -4.17852
C -0.24282 2.52842 -5.09925
C -1.05812 2.71536 -6.38460
N -2.49236 2.63358 -6.09025
O -3.30355 2.91336 -7.16995
C -0.75928 4.16399 -6.85446
C -0.60614 1.67366 -7.38744
C -4.38667 1.94045 -4.64088
H -3.69807 0.17621 -6.77089
H -3.50291 -0.52288 -5.19352
H -2.09121 -0.25878 -5.97721
H -2.39622 1.78107 -3.04104
H -2.20230 0.25011 -3.61614
H -0.12965 0.42873 -4.68848
H -0.16165 1.52254 -3.17451
H 0.78445 2.41341 -5.44507
H -0.45151 3.42556 -4.51643
H 0.28310 4.47827 -6.80197
H -0.99650 4.24334 -7.91537
H -1.35520 4.85288 -6.25578
H -1.38071 1.36374 -8.08894
H 0.23011 2.11356 -7.93085
H -0.20615 0.79218 -6.88634
H -4.95274 1.19810 -4.07822
H -5.12730 2.27376 -5.36785
H -4.36868 2.87809 -4.08535
H -3.62308 3.81035 -7.04781
C -4.25164 1.01051 5.81201
C -3.06767 1.85809 6.28483
C -2.41099 2.69854 5.10833
O -1.36853 3.48327 5.62660
C -1.10313 4.69125 4.91312
N -3.66249 2.90215 7.15906
H -4.79307 0.44321 6.56906
H -4.00288 0.39571 4.94699
H -4.99629 1.64772 5.33498
H -2.33768 1.24163 6.80942
H -3.10409 3.41131 4.66147
H -1.92957 1.98119 4.44370
H -1.97539 5.28014 4.62945
H -0.63704 4.38573 3.97636
H -0.46687 5.38683 5.46034
H -2.99155 3.41467 7.71336
H -4.15131 3.62611 6.65206
C 1.60209 -0.00426 -0.55701
C 1.13155 0.89153 0.56246
C -0.35286 0.63359 0.96140
O -0.37481 -0.72481 1.52943
C -1.39167 -0.98802 2.50480
N 1.93530 0.61462 1.72610
H 1.01786 0.19314 -1.45580
H 1.64757 -1.07538 -0.36024
H 2.60772 0.29360 -0.85384
H 1.30682 1.87340 0.12279
H -0.99362 0.62194 0.07970
H -0.70437 1.34498 1.70870
H -2.44555 -1.16613 2.29101
H -1.34940 -0.24932 3.30519
H -1.11119 -1.87720 3.06941
H 1.63561 1.26821 2.43540
H 1.39544 -0.17211 2.05732
```

Atomic partial charges in e from the Löwdin method, atoms 1 to 4: -0.024, -0.425, -0.147, -0.173